1.
This record from OMol25 describes a structure of composition C5H3NO. The level of theory is ωB97M-V with the def2-TZVPD basis set.

## Properties
ΔE to the lowest compared entry with this formula, charge and spin in eV: 7.552
LUMO in eV: -1.41
Max |F| in eV/Å: 0.81
HOMO in hartree: -0.3254

Each line ends with the natural charge from an NBO analysis.
Positions of all 10 atoms, in Å:
C1 0.600 2.262 1.949  -0.021
O1 0.096 -1.778 -0.664  -0.194
C2 0.250 -1.145 0.466  0.250
C3 0.368 1.317 1.159  -0.587
C4 0.117 0.266 0.296  -0.202
H1 -0.429 1.152 -1.753  0.278
N1 -0.208 -0.937 -1.697  -0.074
H2 -1.104 0.178 -0.105  0.385
H3 0.511 -1.733 1.336  0.247
C5 -0.226 0.271 -1.157  -0.083

---

2.
This record from OMol25 describes an isolated molecule of C5H3NO2 in a non-equilibrium geometry. The level of theory is ωB97M-V with the def2-TZVPD basis set.

## Properties
ΔE to the lowest compared entry with this formula, charge and spin in eV: 2.293
LUMO in eV: 0.77
Max |F| in eV/Å: 4.19
HOMO in hartree: -0.3360

Each line ends with the natural charge from an NBO analysis.
Positions of all 11 atoms, in Å:
C1 -0.523 -1.323 -0.544  -0.354
C2 0.520 0.572 0.162  0.144
C3 0.271 1.705 0.810  0.062
O1 1.429 -0.174 -0.498  -0.400
H1 1.438 -2.033 -1.272  0.206
H2 0.909 2.422 1.242  0.220
C4 -0.801 -0.107 0.058  0.076
H3 -1.221 -2.033 -0.951  0.246
O2 -1.060 1.649 1.159  -0.278
C5 0.793 -1.292 -0.758  0.179
N1 -1.755 0.614 0.592  -0.102

---

3.
This record from OMol25 describes an isolated molecule of C5H3NO3S3 in a non-equilibrium geometry. The level of theory is ωB97M-V with the def2-TZVPD basis set.

## Properties
LUMO (alpha / beta) in eV: -0.61 / -3.68
Multiplicity: 3
Max |F| in eV/Å: 5.40
HOMO (alpha / beta) in hartree: -0.3004 / -0.3365

Each line ends with the natural charge from an NBO analysis.
Positions of all 15 atoms, in Å:
C1 1.402 -0.538 -0.439  -0.345
O1 -2.325 -2.765 1.174  -0.923
C2 1.061 0.680 -0.165  -0.066
C3 -0.973 -1.367 -0.305  -0.199
O2 3.569 0.631 -0.415  -0.894
O3 2.491 1.657 1.686  -0.883
S1 2.564 1.721 0.238  1.503
N1 -0.049 1.403 0.149  -0.445
C4 -1.840 -0.191 -0.511  -0.649
H1 -1.988 1.831 0.251  0.187
C5 -1.240 1.104 0.011  0.254
S2 -0.897 -2.648 0.668  1.082
H2 -2.814 -0.294 0.093  0.276
S3 2.951 -1.007 -0.782  0.824
H3 -1.912 -0.217 -1.650  0.280

---

4.
This record from OMol25 describes a structure of composition C5H4. The level of theory is ωB97M-V with the def2-TZVPD basis set.

## Properties
ΔE to the lowest compared entry with this formula, charge and spin in eV: 1.986
LUMO in eV: 0.71
Max |F| in eV/Å: 0.72
HOMO in hartree: -0.3547

Each line ends with the natural charge from an NBO analysis.
Positions of all 9 atoms, in Å:
H1 -0.687 2.864 0.028  0.341
C1 0.086 -0.400 0.201  0.120
H2 0.230 -2.428 -0.218  0.248
H3 1.651 -1.758 0.607  0.244
H4 0.155 -2.063 1.518  0.244
C2 -0.767 1.905 -0.644  -0.463
C3 0.559 -1.731 0.557  -0.695
C4 -0.314 0.668 -0.186  -0.106
C5 -1.228 2.894 -1.304  0.066

---

5.
This record from OMol25 describes a cluster of 2 separate species, C5H4 in total in a non-equilibrium geometry. The level of theory is ωB97M-V with the def2-TZVPD basis set.

## Properties
ΔE to the lowest compared entry with this formula, charge and spin in eV: 4.893
LUMO (alpha / beta) in eV: -1.54 / -1.86
Max |F| in eV/Å: 5.24
HOMO (alpha / beta) in hartree: -0.3650 / -0.3464

Each line ends with the natural charge from an NBO analysis.
Positions of all 9 atoms, in Å:
C1 -1.681 -0.032 -0.071  -0.071
C2 2.116 0.974 -0.034  -0.096
H1 2.547 1.940 0.052  0.241
H2 0.864 -1.724 -0.972  0.235
H3 -3.671 1.104 0.139  0.243
C3 0.691 -1.167 -0.048  -0.216
H4 0.405 -1.646 0.932  0.255
C4 -2.698 0.555 0.017  -0.471
C5 1.429 -0.004 -0.016  -0.120

---

| no. | calculated total energy (hartree) |
| --- | --- |
| 1 | -322.01425 |
| 2 | -397.44838 |
| 3 | -1667.04230 |
| 4 | -192.72115 |
| 5 | -192.61432 |